(1)
Entry from the Open Molecules 2025 dataset: the molecule C3H4N4O in a non-equilibrium geometry (wB97M-V/def2-TZVPD).

Output
SMILES: [H]/N=C\n1onc/c1=N/[H]
Frontier orbital gap in eV: 8.86
F_max in Eh/bohr: 0.118
Energy relative to the best compared isomer or geometry (same formula, charge and spin) in eV: 6.7778

Element x y z (Å)
H1 -1.80 0.52 1.35
N1 -2.07 -0.41 0.54
C1 -1.21 -1.11 -0.09
N2 0.06 -0.61 -0.34
O1 1.07 -1.40 -0.30
N3 2.17 -0.71 0.24
C2 1.82 0.50 0.32
C3 0.38 0.67 -0.09
N4 -0.29 1.72 -0.40
H2 -1.18 1.58 -1.13
H3 -1.46 -2.08 -0.83
H4 2.50 1.34 0.73

Atom charges from the natural (NBO) analysis, given in e for atoms 1 to 6: 0.399 -0.639 0.248 -0.184 -0.176 -0.063


(2)
Entry from the Open Molecules 2025 dataset: a structure of composition C3H4N4O in a non-equilibrium geometry (wB97M-V/def2-TZVPD).

Output
Frontier orbital gap in eV: 9.43
F_max in Eh/bohr: 0.097
Energy relative to the best compared isomer or geometry (same formula, charge and spin) in eV: 4.0380

Element x y z (Å)
C1 -1.00 -0.96 -0.08
C2 0.26 -0.35 0.00
C3 1.83 0.93 -0.03
H1 -3.62 0.98 0.08
H2 -1.93 1.53 -0.20
H3 -0.58 -1.95 -0.26
H4 2.15 1.88 0.34
N1 -2.63 0.72 0.04
N2 -2.16 -0.55 0.09
N3 1.35 -1.04 0.02
N4 2.44 -0.19 0.08
O1 0.55 0.92 -0.11

Atom charges from the natural (NBO) analysis, given in e for atoms 1 to 6: -0.079 0.365 0.290 0.402 0.359 0.227


(3)
Entry from the Open Molecules 2025 dataset: the molecule C3H4N4O in a non-equilibrium geometry (wB97M-V/def2-TZVPD).

Output
SMILES: [H]/N=N\c1c[nH]/c(=N/[H])o1
Frontier orbital gap in eV: 8.63
F_max in Eh/bohr: 0.088
Energy relative to the best compared isomer or geometry (same formula, charge and spin) in eV: 3.5616

Element x y z (Å)
H1 1.63 -1.15 1.94
N1 1.94 -1.99 1.20
N2 1.31 -1.72 0.15
C1 0.37 -0.79 -0.07
C2 -0.30 -0.66 -1.20
N3 -1.22 0.39 -1.03
C3 -0.67 1.11 0.11
N4 -1.10 2.23 0.54
H2 -0.41 2.47 1.27
O1 0.40 0.41 0.70
H3 -0.30 -1.39 -1.94
H4 -1.65 1.11 -1.66

Atom charges from the natural (NBO) analysis, given in e for atoms 1 to 6: 0.255 -0.254 -0.171 0.276 0.002 -0.609


(4)
Entry from the Open Molecules 2025 dataset: the molecule C3H4N4O in a non-equilibrium geometry (wB97M-V/def2-TZVPD).

Output
SMILES: [H]/N=c1/ocnn1N=C
Frontier orbital gap in eV: 9.12
F_max in Eh/bohr: 0.078
Energy relative to the best compared isomer or geometry (same formula, charge and spin) in eV: 3.5127

Element x y z (Å)
H1 -0.65 2.54 0.03
N1 -1.46 2.01 -0.02
C1 -1.13 0.77 -0.14
O1 -2.14 -0.22 0.06
C2 -1.37 -1.42 -0.07
N2 -0.10 -1.28 -0.25
N3 0.07 0.10 -0.30
N4 1.23 0.77 -0.23
C3 2.20 -0.04 0.11
H2 -1.99 -2.41 0.18
H3 3.23 0.34 0.24
H4 2.13 -1.15 0.40

Atom charges from the natural (NBO) analysis, given in e for atoms 1 to 6: 0.351 -0.706 0.640 -0.446 0.329 -0.302


(5)
Entry from the Open Molecules 2025 dataset: the molecule C3H4N4O in a non-equilibrium geometry (wB97M-V/def2-TZVPD).

Output
SMILES: N/N=C1/C=NNC1=O
Frontier orbital gap in eV: 7.50
F_max in Eh/bohr: 0.223
Energy relative to the best compared isomer or geometry (same formula, charge and spin) in eV: 5.4215

Element x y z (Å)
N1 2.23 0.02 -0.20
N2 1.31 -0.92 0.30
C1 0.13 -0.41 -0.01
C2 -0.85 -1.23 -0.12
N3 -2.09 -0.72 -0.17
N4 -1.88 0.61 0.29
C3 -0.51 0.97 0.03
O1 0.12 2.13 -0.13
H1 3.27 -0.30 0.41
H2 1.96 1.03 -0.03
H3 -0.84 -2.27 -0.47
H4 -2.87 1.10 0.10

Atom charges from the natural (NBO) analysis, given in e for atoms 1 to 6: -0.594 -0.062 -0.072 -0.018 -0.200 -0.485


(6)
Entry from the Open Molecules 2025 dataset: the molecule C3H4N4O in a non-equilibrium geometry (wB97M-V/def2-TZVPD).

Output
SMILES: Cn1nnnc1C=O
Frontier orbital gap in eV: 9.91
F_max in Eh/bohr: 0.149
Energy relative to the best compared isomer or geometry (same formula, charge and spin) in eV: 4.1964

Element x y z (Å)
C1 -1.12 -1.39 -1.20
N1 -0.19 -0.21 -0.86
N2 0.69 0.32 -1.68
N3 1.58 0.99 -0.97
N4 1.16 0.95 0.30
C2 0.07 0.27 0.31
C3 -0.82 -0.17 1.47
O1 -0.71 -0.11 2.78
H1 -1.06 -1.37 -2.34
H2 -0.59 -2.36 -0.88
H3 -2.31 -1.44 -0.95
H4 -1.89 -0.60 1.03

Atom charges from the natural (NBO) analysis, given in e for atoms 1 to 6: -0.464 -0.154 -0.069 -0.040 -0.237 0.181


(7)
Entry from the Open Molecules 2025 dataset: the molecule C3H4N4O in a non-equilibrium geometry (wB97M-V/def2-TZVPD).

Output
SMILES: [H]/N=C1\N=CO\C1=N\N
Frontier orbital gap in eV: 7.82
F_max in Eh/bohr: 0.152
Energy relative to the best compared isomer or geometry (same formula, charge and spin) in eV: 4.7282

Element x y z (Å)
H1 -0.31 2.50 0.09
N1 -0.56 1.53 -0.21
C1 0.39 0.65 -0.19
N2 1.66 0.72 0.03
C2 2.20 -0.46 0.04
O1 1.20 -1.37 -0.13
C3 0.03 -0.76 -0.23
N3 -1.01 -1.36 -0.22
N4 -2.05 -0.42 0.17
H2 3.31 -0.78 0.37
H3 -3.19 -0.82 0.36
H4 -1.69 0.58 -0.07

Atom charges from the natural (NBO) analysis, given in e for atoms 1 to 6: 0.378 -0.687 0.338 -0.535 0.427 -0.429


(8)
Entry from the Open Molecules 2025 dataset: the molecule C3H4N4O in a non-equilibrium geometry (wB97M-V/def2-TZVPD).

Output
SMILES: NC(=O)n1ccnn1
Frontier orbital gap in eV: 10.08
F_max in Eh/bohr: 0.168
Energy relative to the best compared isomer or geometry (same formula, charge and spin) in eV: 3.1653

Element x y z (Å)
N1 -0.73 -1.75 0.49
C1 0.01 -0.81 1.26
O1 0.42 -0.59 2.47
N2 -0.02 0.37 0.45
C2 -0.36 0.54 -0.85
C3 0.28 1.57 -1.30
N3 1.06 2.07 -0.33
N4 0.80 1.48 0.85
H1 -0.43 -2.67 1.06
H2 -0.41 -1.96 -0.38
H3 -1.04 -0.07 -1.33
H4 0.42 1.82 -2.40

Atom charges from the natural (NBO) analysis, given in e for atoms 1 to 6: -0.810 0.784 -0.529 -0.292 -0.061 -0.118


(9)
Entry from the Open Molecules 2025 dataset: the molecule C3H4N4O in a non-equilibrium geometry (wB97M-V/def2-TZVPD).

Output
SMILES: [H]/N=C1/NN/C(=N/[H])C1=O
Frontier orbital gap in eV: 7.47
F_max in Eh/bohr: 0.181
Energy relative to the best compared isomer or geometry (same formula, charge and spin) in eV: 4.9961

Element x y z (Å)
H1 3.00 0.98 0.66
N1 2.41 -0.03 0.27
C1 1.25 -0.08 0.00
N2 0.56 -1.33 -0.10
N3 -0.88 -1.05 -0.19
C2 -1.19 0.26 -0.17
N4 -2.48 0.52 0.30
H2 -2.87 1.54 0.31
C3 0.31 0.97 -0.16
O1 0.58 2.18 -0.29
H3 0.72 -2.16 -0.83
H4 -1.41 -1.82 0.20

Atom charges from the natural (NBO) analysis, given in e for atoms 1 to 6: 0.399 -0.546 0.241 -0.466 -0.443 0.317


(10)
Entry from the Open Molecules 2025 dataset: the molecule C3H4N4O in a non-equilibrium geometry (wB97M-V/def2-TZVPD).

Output
SMILES: COc1nncnn1
Frontier orbital gap in eV: 8.81
F_max in Eh/bohr: 0.087
Energy relative to the best compared isomer or geometry (same formula, charge and spin) in eV: 5.0286

Element x y z (Å)
C1 1.45 0.78 1.56
O1 -0.05 1.02 1.07
C2 -0.34 0.14 0.12
N1 0.63 -0.31 -0.73
N2 0.01 -1.07 -1.61
C3 -1.36 -1.01 -1.81
N3 -2.30 -0.67 -0.78
N4 -1.68 -0.09 0.23
H1 1.65 1.19 2.55
H2 1.75 -0.31 1.27
H3 2.12 1.53 0.88
H4 -1.87 -1.21 -2.76

Atom charges from the natural (NBO) analysis, given in e for atoms 1 to 6: -0.293 -0.476 0.575 -0.230 -0.185 0.095


(11)
Entry from the Open Molecules 2025 dataset: a cluster of 2 separate species, C3H4N4OS in total in a non-equilibrium geometry (wB97M-V/def2-TZVPD).

Output
Frontier orbital gap in eV: 7.34
F_max in Eh/bohr: 0.119
Energy relative to the best compared isomer or geometry (same formula, charge and spin) in eV: 5.9985

Element x y z (Å)
C1 -0.15 0.55 -0.02
C2 -0.80 1.64 -0.75
C3 1.03 -2.88 0.80
N1 -1.17 2.82 -0.36
N2 -1.22 3.88 0.11
N3 0.52 0.20 1.01
N4 -1.13 0.76 -1.77
O1 -0.44 -0.30 -1.10
S1 1.54 -1.80 1.91
H1 0.12 -3.26 0.78
H2 1.80 -3.31 0.23
H3 0.72 0.79 1.82
H4 -0.82 0.91 -2.67

Atom charges from the natural (NBO) analysis, given in e for atoms 1 to 6: 0.533 0.004 -0.530 0.029 0.043 -0.700


(12)
Entry from the Open Molecules 2025 dataset: the ion C3H4N5OS with charge -1 in a non-equilibrium geometry (wB97M-V/def2-TZVPD).

Output
SMILES: CC(=O)Nn1nnnc1[S-]
Net charge: -1
Frontier orbital gap in eV: 7.03
F_max in Eh/bohr: 0.146
Energy relative to the best compared isomer or geometry (same formula, charge and spin) in eV: 0.0000

Element x y z (Å)
C1 2.52 -0.02 -0.19
C2 1.13 0.62 -0.30
O1 0.82 1.47 -1.12
N1 0.26 0.02 0.53
N2 -1.22 0.25 0.19
N3 -1.89 1.37 -0.03
N4 -3.10 1.06 -0.29
N5 -3.34 -0.25 -0.19
C3 -2.16 -0.83 0.14
S1 -1.60 -2.35 0.45
H1 2.36 -1.11 -0.01
H2 3.17 0.24 -1.06
H3 2.83 0.29 0.79
H4 0.24 -0.74 1.09

Atom charges from the natural (NBO) analysis, given in e for atoms 1 to 6: -0.710 0.665 -0.596 -0.447 -0.101 -0.101


(13)
Entry from the Open Molecules 2025 dataset: the ion C3H4N7 with charge +1 in a non-equilibrium geometry (wB97M-V/def2-TZVPD).

Output
SMILES: N#[N+]N/N=C/N=C\N=C=N
Net charge: +1
Frontier orbital gap in eV: 8.61
F_max in Eh/bohr: 0.091
Energy relative to the best compared isomer or geometry (same formula, charge and spin) in eV: 0.3905

Element x y z (Å)
N1 -2.63 0.22 -0.06
N2 -1.96 1.08 -0.32
N3 -0.95 1.86 -0.40
N4 0.30 1.25 -0.70
C1 0.97 0.89 0.35
N5 2.05 0.21 0.28
C2 2.11 -0.97 -0.07
N6 1.05 -1.79 0.05
C3 -0.12 -1.67 0.27
N7 -1.30 -1.68 0.28
H1 -1.08 2.81 -0.94
H2 0.68 1.35 1.28
H3 3.08 -1.29 -0.37
H4 -2.21 -2.28 0.36

Atom charges from the natural (NBO) analysis, given in e for atoms 1 to 6: 0.252 0.232 -0.252 -0.355 0.300 -0.430


(14)
Entry from the Open Molecules 2025 dataset: the ion C3H4NO with charge -1 in a non-equilibrium geometry (wB97M-V/def2-TZVPD).

Output
Net charge: -1
Frontier orbital gap in eV: 6.71
F_max in Eh/bohr: 0.061
Energy relative to the best compared isomer or geometry (same formula, charge and spin) in eV: 2.3265

Element x y z (Å)
C1 0.60 0.23 0.44
C2 0.84 -1.05 0.28
C3 -0.62 1.04 -0.03
N1 -1.59 0.23 0.52
O1 -2.11 -0.69 -0.18
H1 0.21 -2.06 0.25
H2 1.82 -1.42 0.59
H3 -0.72 2.05 0.29
H4 -0.43 1.19 -1.18

Atom charges from the natural (NBO) analysis, given in e for atoms 1 to 6: -0.241 -0.574 -0.347 0.024 -0.496 0.130


(15)
Entry from the Open Molecules 2025 dataset: the ion C3H4NO2 with charge +1 in a non-equilibrium geometry (wB97M-V/def2-TZVPD).

Output
SMILES: CC(=O)C=[N+]=O
Net charge: +1
Frontier orbital gap in eV: 9.01
F_max in Eh/bohr: 0.025
Energy relative to the best compared isomer or geometry (same formula, charge and spin) in eV: 3.8564

Element x y z (Å)
C1 -1.40 0.25 0.29
C2 -0.06 0.72 -0.04
O1 0.45 1.76 -0.11
C3 0.87 -0.61 -0.43
N1 2.02 -0.66 -0.10
O2 3.07 -0.54 0.33
H1 -1.40 -0.63 0.93
H2 -1.94 1.06 0.77
H3 -1.93 -0.02 -0.63
H4 0.32 -1.33 -1.02

Atom charges from the natural (NBO) analysis, given in e for atoms 1 to 6: -0.742 0.657 -0.340 -0.158 0.421 -0.017


(16)
Entry from the Open Molecules 2025 dataset: the ion C3H4NO2 with charge +1 in a non-equilibrium geometry (wB97M-V/def2-TZVPD).

Output
SMILES: C#[N+]C(=O)OC
Net charge: +1
Frontier orbital gap in eV: 10.44
F_max in Eh/bohr: 0.143
Energy relative to the best compared isomer or geometry (same formula, charge and spin) in eV: 1.9685

Element x y z (Å)
C1 1.31 -1.44 -2.09
N1 0.72 -0.85 -1.31
C2 0.05 -0.47 -0.10
O1 -0.22 -1.45 0.68
O2 -0.15 0.78 -0.01
C3 -0.78 1.26 1.19
H1 1.85 -1.98 -2.83
H2 -1.65 0.64 1.44
H3 -1.07 2.29 1.00
H4 -0.07 1.21 2.02

Atom charges from the natural (NBO) analysis, given in e for atoms 1 to 6: 0.536 -0.250 0.860 -0.466 -0.412 -0.270


(17)
Entry from the Open Molecules 2025 dataset: the ion C3H4NO3 with charge -1 in a non-equilibrium geometry (wB97M-V/def2-TZVPD).

Output
SMILES: O=CCNC(=O)[O-]
Net charge: -1
Frontier orbital gap in eV: 7.98
F_max in Eh/bohr: 0.104
Energy relative to the best compared isomer or geometry (same formula, charge and spin) in eV: 2.3843

Element x y z (Å)
O1 2.51 1.23 0.18
C1 1.56 0.48 0.09
C2 0.12 0.78 -0.51
N1 -1.13 0.30 0.25
C3 -1.19 -1.29 0.28
O2 -1.90 -1.92 1.02
O3 -0.60 -1.88 -0.63
H1 1.65 -0.65 0.25
H2 0.11 1.98 -0.69
H3 0.12 0.21 -1.36
H4 -1.25 0.76 1.12

Atom charges from the natural (NBO) analysis, given in e for atoms 1 to 6: -0.573 0.438 -0.318 -0.727 0.868 -0.753


(18)
Entry from the Open Molecules 2025 dataset: the ion C3H4NO3 with charge -1 in a non-equilibrium geometry (wB97M-V/def2-TZVPD).

Output
Net charge: -1
Frontier orbital gap in eV: 7.60
F_max in Eh/bohr: 0.124
Energy relative to the best compared isomer or geometry (same formula, charge and spin) in eV: 5.4054

Element x y z (Å)
C1 -1.25 -1.82 0.34
C2 2.10 0.42 -0.01
C3 -0.89 0.53 -0.14
N1 -0.37 -0.88 0.02
O1 3.09 -0.06 -0.45
O2 0.91 -0.88 -0.19
O3 1.68 1.45 0.46
H1 -2.30 -1.52 0.30
H2 -1.92 0.72 -0.50
H3 -0.10 1.09 -0.66
H4 -0.96 0.94 0.82

Atom charges from the natural (NBO) analysis, given in e for atoms 1 to 6: -0.320 1.006 -0.467 -0.040 -0.645 -0.543


(19)
Entry from the Open Molecules 2025 dataset: the ion C3H4NO3 with charge -1 in a non-equilibrium geometry (wB97M-V/def2-TZVPD).

Output
SMILES: C/C([O-])=C/[N+](=O)[O-]
Net charge: -1
Frontier orbital gap in eV: 7.93
F_max in Eh/bohr: 0.050
Energy relative to the best compared isomer or geometry (same formula, charge and spin) in eV: 4.3830

Element x y z (Å)
C1 -1.75 0.22 0.01
C2 -0.26 0.65 0.00
O1 0.01 1.85 0.09
C3 0.61 -0.44 -0.09
N1 2.09 -0.40 -0.01
O2 2.66 -1.50 0.08
O3 2.71 0.67 -0.06
H1 -2.15 0.37 1.01
H2 -2.31 0.85 -0.68
H3 -1.87 -0.82 -0.28
H4 0.26 -1.46 -0.08

Atom charges from the natural (NBO) analysis, given in e for atoms 1 to 6: -0.684 0.448 -0.680 -0.418 0.514 -0.518


(20)
Entry from the Open Molecules 2025 dataset: the ion C3H4NO3 with charge +1 in a non-equilibrium geometry (wB97M-V/def2-TZVPD).

Output
SMILES: C[N+](=O)OC=C=O
Net charge: +1
Frontier orbital gap (alpha / beta) in eV: 7.91 / 7.91
F_max in Eh/bohr: 0.085
Energy relative to the best compared isomer or geometry (same formula, charge and spin) in eV: 5.8614

Element x y z (Å)
C1 -0.03 0.52 -0.51
N1 0.71 -0.26 -1.42
O1 0.83 -0.03 -2.58
O2 1.12 -1.47 -0.99
C2 0.78 -2.06 0.39
C3 1.52 -3.11 0.74
O3 2.05 -4.10 1.00
H1 0.25 0.54 0.45
H2 -1.00 0.04 -0.37
H3 0.10 1.51 -0.86
H4 0.58 -1.41 1.15

Atom charges from the natural (NBO) analysis, given in e for atoms 1 to 6: -0.504 0.568 -0.097 -0.237 -0.265 0.740